(1)
31
Properties=species:S:1:pos:R:3 method="wB97M-V/def2-TZVPD" multiplicity=5 orbital_gap_ev="8.19 / 8.27" s2=6.02 energy_ha=-1860.069620
C -1.2550 -1.1816 -1.0707
C 1.5913 -0.2469 -1.9546
C -1.6179 0.0974 -1.2697
H -1.8087 -1.8154 -0.3616
C 1.3050 1.0207 -1.6472
H 2.5781 -0.6454 -1.6868
H -2.4160 0.5244 -0.6487
H 2.0505 1.6129 -1.1031
C -1.1720 1.0067 -2.3670
H -1.9794 1.7339 -2.5501
H -1.0304 0.4692 -3.3106
C -0.2929 -1.9941 -1.8755
H -0.8596 -2.6530 -2.5552
H 0.2318 -2.6798 -1.1890
C 0.7589 -1.2321 -2.7156
H 0.2681 -0.7743 -3.5804
H 1.4447 -1.9937 -3.1193
C 0.1053 1.8209 -2.0541
H 0.3320 2.4428 -2.9378
H -0.1067 2.5394 -1.2455
Fe -0.3988 0.3358 1.6086
H -1.4308 -0.7206 1.1126
N -0.3118 -0.6323 3.5411
C 0.4887 0.1491 4.4958
C 0.9713 1.4412 3.8111
O 1.3542 2.2893 4.6032
O 0.9221 1.5134 2.5142
H -1.1766 -0.9126 3.9997
H 0.1883 -1.5144 3.3938
H -0.1173 0.4183 5.3715
H 1.3836 -0.4194 4.7910

***

(2)
32
Properties=species:S:1:pos:R:3 method="wB97M-V/def2-TZVPD" e_above_lowest_kcal_mol=48.70 orbital_gap_ev=9.39 charge=+1 energy_ha=-928.064160
H 0.3222 1.4396 2.2310
N 0.1410 0.7700 1.5084
C -1.0626 0.6496 1.2006
C -1.5487 -0.2651 0.1278
C -0.5700 -1.1030 -0.5936
C 0.1726 -0.6827 -1.5777
I 0.4672 1.3272 -2.1273
N 1.1259 -1.6191 -2.2718
C 0.6855 -2.3551 -3.3507
C 1.8199 -2.5715 -1.2507
C 2.6438 -1.9153 -0.4149
N 2.8167 -0.5565 -0.7625
C 3.0866 0.4189 -0.0040
O -2.0600 1.4573 1.6360
C -1.8128 2.4192 2.6697
C -3.1240 3.2273 2.7256
H -2.4218 -0.8030 0.6254
H -2.1063 0.3814 -0.6310
H -0.4317 -2.2161 -0.2160
H 1.9630 -0.9915 -2.3902
H 1.5054 -2.8427 -4.0475
H 0.0730 -3.1611 -2.9597
H -0.0092 -1.6769 -4.0036
H 1.5936 -3.7093 -1.3750
H 3.2682 -2.5291 0.2234
H 3.2569 1.4094 -0.4477
H 3.0972 0.3255 1.1418
H -1.6150 1.8971 3.6227
H -0.9792 3.1086 2.4390
H -3.9181 2.4630 2.9354
H -2.9812 3.9572 3.5307
H -3.3980 3.7467 1.8063

***

(3)
28
Properties=species:S:1:pos:R:3 method="wB97M-V/def2-TZVPD" e_above_lowest_kcal_mol=118.15 orbital_gap_ev=8.49 energy_ha=-445.838959
C -0.3784 -1.8025 1.0457
C 1.4929 -0.4834 0.1304
C 0.1230 -0.6138 0.6185
C 0.9305 -0.8172 -1.2375
C 0.6685 0.3436 -2.1874
C 1.4100 -2.1281 -1.6662
C -0.9765 0.6034 2.4282
C -1.9784 0.5641 0.0887
C -0.0984 2.0589 0.7129
C -0.7183 0.5995 0.9248
N -0.8705 -2.8131 1.3136
H 2.0987 0.5381 0.1880
H 2.0905 -1.3243 0.5383
H 0.7296 1.2618 -1.6151
H -0.3530 0.4736 -2.5923
H 1.4513 0.2718 -2.8772
H 1.5842 -2.8035 -0.8850
H 2.3042 -1.9733 -2.3300
H 0.6400 -2.6219 -2.2151
H -1.8499 1.0590 2.6214
H -0.2062 1.2257 2.8749
H -1.1171 -0.4331 2.6619
H -1.7963 0.6526 -0.9621
H -2.5648 -0.3952 0.3275
H -2.5851 1.4683 0.3008
H -0.5527 2.7188 1.3346
H -0.4007 2.2819 -0.2456
H 0.9230 2.0884 0.7033